(1)
{
  "formula": "C39H45N5O3P2SSr",
  "method": "ωB97M-V with the def2-TZVPD basis set",
  "e_above_lowest_kj_mol": 0.00,
  "total_energy_ha": -3124.44005,
  "e_lumo_ev": 0.124,
  "mol_weight_g_mol": 813.46,
  "species": ["Sr", "N", "C", "C", "C", "C", "N", "H", "H", "H", "H", "H", "H", "H", "H", "H", "H", "H", "H", "O", "P", "C", "P", "O", "C", "C", "C", "C", "C", "C", "C", "C", "C", "C", "C", "C", "C", "C", "C", "C", "C", "C", "C", "C", "C", "C", "C", "C", "H", "H", "H", "H", "H", "H", "H", "H", "H", "H", "H", "H", "H", "H", "H", "H", "H", "H", "H", "H", "H", "H", "S", "C", "C", "C", "C", "C", "N", "H", "H", "H", "H", "N", "C", "C", "N", "C", "H", "H", "H", "H", "C", "C", "O", "H", "H", "H"],
  "coordinates": [[-1.3970, 0.9157, -0.4295], [-0.1945, 2.5259, 1.5518], [-0.4649, 3.0334, 2.8967], [-1.5868, 2.2469, 3.5783], [-2.9750, 2.8522, 3.3631], [-3.4217, 2.9928, 1.9132], [-3.4485, 1.6960, 1.2356], [0.4656, 1.7564, 1.5950], [0.2116, 3.2157, 0.9213], [-0.7596, 4.0823, 2.8079], [0.4341, 3.0232, 3.5267], [-1.4013, 2.1892, 4.6546], [-1.5627, 1.2219, 3.1953], [-2.9983, 3.8458, 3.8223], [-3.7161, 2.2504, 3.9027], [-2.7377, 3.6448, 1.3647], [-4.4017, 3.4855, 1.9079], [-3.9382, 1.7459, 0.3375], [-4.0058, 1.0374, 1.7711], [0.0818, -0.5900, 1.1203], [1.2128, -1.5651, 1.0840], [1.6040, -2.1839, -0.5796], [1.5807, -0.9376, -1.9109], [0.4702, 0.0314, -1.7217], [1.4283, -1.9043, -3.4150], [0.4705, -1.4862, -4.3346], [0.2882, -2.2011, -5.5105], [1.0566, -3.3270, -5.7649], [2.0084, -3.7507, -4.8446], [2.1929, -3.0431, -3.6684], [3.1756, -0.1144, -1.8622], [4.2776, -0.4867, -2.6275], [5.4663, 0.2198, -2.5125], [5.5497, 1.3040, -1.6495], [4.4434, 1.6961, -0.9077], [3.2552, 0.9927, -1.0151], [2.7301, -0.8601, 1.7476], [2.5849, 0.1857, 2.6582], [3.7046, 0.8175, 3.1775], [4.9729, 0.4058, 2.7930], [5.1241, -0.6428, 1.8960], [4.0065, -1.2753, 1.3747], [0.8639, -3.0762, 1.9997], [-0.3620, -3.6994, 1.7609], [-0.6823, -4.8707, 2.4267], [0.2159, -5.4240, 3.3309], [1.4332, -4.8051, 3.5735], [1.7593, -3.6304, 2.9093], [0.8397, -2.9297, -0.8179], [2.5619, -2.7069, -0.5529], [-0.1277, -0.6097, -4.1174], [-0.4581, -1.8778, -6.2238], [0.9114, -3.8834, -6.6818], [2.6006, -4.6343, -5.0432], [2.9285, -3.3844, -2.9486], [4.2106, -1.3139, -3.3218], [6.3212, -0.0653, -3.1119], [6.4746, 1.8618, -1.5744], [4.4939, 2.5653, -0.2655], [2.3728, 1.3330, -0.4847], [1.5921, 0.5054, 2.9499], [3.5854, 1.6351, 3.8763], [5.8467, 0.9050, 3.1914], [6.1126, -0.9596, 1.5907], [4.1430, -2.0809, 0.6640], [-1.0698, -3.2515, 1.0727], [-1.6369, -5.3474, 2.2459], [-0.0374, -6.3385, 3.8516], [2.1284, -5.2324, 4.2841], [2.7054, -3.1428, 3.1086], [0.5347, 3.3991, -1.4884], [-1.0414, 4.1041, -1.6545], [-1.2061, 5.4230, -2.1338], [-2.4657, 5.9456, -2.2965], [-3.5791, 5.1615, -1.9900], [-3.3492, 3.8873, -1.5222], [-2.1281, 3.3669, -1.3401], [-0.3211, 5.9961, -2.3720], [-2.5909, 6.9562, -2.6680], [-4.5891, 5.5247, -2.1189], [-4.1796, 3.2262, -1.2957], [-4.5927, -2.5026, 1.2999], [-3.9311, -2.2659, 2.4843], [-2.8606, -1.4957, 2.1474], [-2.8669, -1.2376, 0.7941], [-3.9207, -1.8517, 0.3191], [-5.4583, -2.9987, 1.1853], [-4.2706, -2.6618, 3.4249], [-2.0834, -1.1088, 2.7854], [-4.2585, -1.8171, -0.7026], [-3.9741, -0.1195, -3.3964], [-3.6641, 0.3955, -1.9809], [-4.6647, 0.8035, -1.3619], [-3.4682, 0.5392, -4.1112], [-5.0499, -0.1416, -3.6136], [-3.5346, -1.1150, -3.5287]],
  "mulliken_charge": [0.77, 0.17, -0.95, 0.53, -1.28, -0.63, -0.11, -0.30, -0.02, 0.51, 0.33, 0.45, -0.57, 0.40, 0.39, 0.30, 0.49, 0.17, 0.13, 0.85, 0.84, -1.54, 1.07, -0.15, 0.47, -0.66, -0.73, -0.48, -0.80, -0.32, 0.54, -0.49, -0.71, -0.64, -0.97, -0.26, 0.59, -0.70, -0.73, -0.66, -0.68, -0.18, 0.40, -0.53, -0.72, -0.55, -0.70, -0.48, 0.79, 0.61, 0.44, 0.45, 0.39, 0.41, 0.38, 0.43, 0.44, 0.41, 0.54, 0.13, 0.43, 0.44, 0.41, 0.45, 0.24, 0.29, 0.44, 0.39, 0.43, 0.34, -0.56, 0.19, -0.85, -0.21, -1.01, -0.43, 0.53, 0.42, 0.37, 0.41, 0.41, -0.04, -1.05, -0.55, 1.11, -0.77, 0.22, 0.47, 0.42, 0.33, -1.70, 0.95, -0.69, 0.31, 0.33, 0.27]
}

---

(2)
{
  "formula": "C16H20N4O2S3",
  "method": "ωB97M-V with the def2-TZVPD basis set",
  "e_above_lowest_kj_mol": 45.93,
  "total_energy_ha": -2185.77725,
  "e_lumo_ev": 0.446,
  "mol_weight_g_mol": 396.56,
  "species": ["C", "H", "H", "H", "C", "N", "C", "C", "C", "C", "C", "C", "N", "C", "C", "H", "H", "S", "C", "N", "C", "C", "S", "H", "C", "H", "H", "H", "H", "S", "O", "O", "N", "C", "H", "H", "H", "C", "H", "H", "H", "H", "H", "H", "H"],
  "coordinates": [[1.0177, -1.6703, 2.6757], [1.2046, -2.4699, 3.3870], [0.2140, -1.0450, 3.0578], [1.9148, -1.0614, 2.5902], [0.6434, -2.2603, 1.3177], [0.4018, -1.2261, 0.3443], [1.3574, -0.5747, -0.3907], [2.7372, -0.7106, -0.4665], [3.4020, 0.1310, -1.3348], [2.7062, 1.0611, -2.1041], [1.3393, 1.2091, -2.0504], [0.6520, 0.3758, -1.1742], [-0.6829, 0.2866, -0.8923], [-0.7966, -0.6544, 0.0022], [-2.0914, -1.0596, 0.5851], [-2.0667, -1.1065, 1.6736], [-2.8670, -0.3707, 0.2583], [-2.5777, -2.7361, -0.0069], [-4.1768, -2.7713, 0.6602], [-4.6885, -1.8264, 1.3666], [-5.9629, -2.1149, 1.7533], [-6.4207, -3.3213, 1.3272], [-5.2253, -4.1505, 0.3948], [-7.3765, -3.7715, 1.4990], [-6.7129, -1.1248, 2.5739], [-7.7109, -1.4931, 2.7920], [-6.7845, -0.1807, 2.0370], [-6.1834, -0.9399, 3.5067], [0.8334, 1.9210, -2.6797], [3.6559, 2.1803, -3.1344], [4.9465, 1.6068, -3.3781], [2.8597, 2.5946, -4.2494], [3.8955, 3.5309, -2.1704], [2.7081, 4.3052, -1.9158], [2.9933, 5.3149, -1.6189], [2.0831, 3.8633, -1.1279], [2.1466, 4.3486, -2.8453], [4.7455, 3.3029, -1.0307], [5.1424, 4.2560, -0.6798], [4.2126, 2.8121, -0.2048], [5.5661, 2.6719, -1.3619], [4.4716, 0.0763, -1.4573], [3.2716, -1.4403, 0.1222], [-0.2536, -2.8774, 1.4026], [1.4560, -2.8909, 0.9468]],
  "nbo_charge": [-0.61, 0.22, 0.21, 0.21, -0.22, -0.36, 0.11, -0.24, -0.20, -0.37, -0.19, 0.16, -0.46, 0.37, -0.55, 0.24, 0.28, 0.29, -0.11, -0.49, 0.14, -0.45, 0.40, 0.24, -0.63, 0.22, 0.23, 0.23, 0.25, 2.33, -0.94, -0.94, -0.65, -0.43, 0.21, 0.18, 0.24, -0.43, 0.21, 0.18, 0.24, 0.24, 0.22, 0.22, 0.21]
}

---

(3)
{
  "formula": "C2H2Cl4N2",
  "method": "ωB97M-V with the def2-TZVPD basis set",
  "e_above_lowest_kj_mol": 142.18,
  "total_energy_ha": -2027.56777,
  "e_lumo_ev": -0.686,
  "mol_weight_g_mol": 195.86,
  "species": ["C", "C", "N", "N", "Cl", "Cl", "Cl", "Cl", "H", "H"],
  "coordinates": [[1.0798, 0.1117, -0.0802], [-0.1192, -0.4849, 0.5203], [1.5590, -0.2632, -1.1565], [-1.5800, 0.1241, -0.4897], [1.7578, 1.3901, 0.9490], [-0.2240, -2.1834, 0.3170], [-1.5359, 1.8319, -0.3204], [-2.9639, -0.5399, 0.2461], [-0.3715, -0.1625, 1.5241], [2.3979, 0.1762, -1.5098]],
  "nbo_charge": [0.22, -0.13, -0.55, -0.46, -0.04, 0.08, 0.12, 0.14, 0.24, 0.38]
}

---

(4)
{
  "formula": "C2H3O2Se",
  "method": "ωB97M-V with the def2-TZVPD basis set",
  "e_above_lowest_kj_mol": 62.58,
  "multiplicity": 3,
  "charge": -1,
  "total_energy_ha": -2629.81985,
  "e_lumo_ev": [3.383, 2.266],
  "mol_weight_g_mol": 138.00,
  "species": ["C", "C", "O", "O", "Se", "H", "H", "H"],
  "coordinates": [[0.9077, 0.8344, -0.1375], [-0.1507, -0.2817, -0.5379], [0.3214, 2.0196, 0.0535], [2.0924, 0.6266, 0.0149], [-1.9317, 0.2504, -0.2614], [0.0813, -1.6406, 0.3649], [0.1255, -0.9725, -1.2920], [-0.7157, 1.7965, -0.0901]],
  "lowdin_spin": [0.09, 0.52, 0.03, 0.07, 0.73, 0.53, 0.04, 0.01]
}